# 1
Entry from the OMol25 dataset: a molecular structure, C26H28BrN3O7S2SiW (ωB97M-V/def2-TZVPD).

For the HOMO-LUMO gap, the calculation gives 5.23 eV. Its spin multiplicity is 1. For the LUMO energy, the calculation gives -8.1 eV. Its total charge is +2.

Each line ends with the Löwdin charge.
Positions of all 69 atoms, in Å:
W  -0.2149  1.2162  -0.6129  1.9106
Br  4.8228  -5.0107  0.2208  0.7821
C  5.1779  -3.3625  1.0720  -0.6852
C  6.3759  -2.7042  0.8264  -0.0972
C  6.6357  -1.5155  1.4853  -0.0090
C  5.6790  -0.9604  2.3319  -0.2757
C  4.4966  -1.6424  2.6034  -0.0212
C  4.2540  -2.8520  1.9762  -0.1161
N  6.0742  0.2524  2.9610  0.1036
N  5.2949  1.1834  3.1665  0.1110
C  3.9398  1.1596  2.6909  -0.2019
C  2.9078  1.3213  3.5829  0.0155
C  1.5668  1.4436  3.1605  0.0616
C  1.3199  1.4204  1.8184  -0.2439
O  0.0955  1.5262  1.2010  -0.2001
C  2.3573  1.2696  0.8871  -0.1392
N  1.9555  1.2410  -0.4168  -0.0168
C  2.8838  1.2336  -1.3682  -0.0413
C  4.2459  1.2202  -1.0569  0.0212
C  4.6577  1.1830  0.2551  0.0735
C  3.6955  1.1860  1.2866  -0.0702
H  7.1106  -3.1357  0.1612  0.1136
H  7.5835  -1.0081  1.3591  0.1279
H  3.7921  -1.2799  3.3419  0.1178
H  3.3632  -3.4184  2.2128  0.1044
H  3.1331  1.3553  4.6408  0.1375
H  0.7724  1.5862  3.8800  0.1379
H  2.5391  1.2349  -2.3935  0.1291
H  4.9608  1.2413  -1.8665  0.1312
H  5.7128  1.1812  0.5004  0.1337
O  0.6104  3.7441  -3.3496  -0.1675
S  -0.3502  3.0500  -2.5987  0.5089
O  -1.7373  3.0323  -2.8672  -0.2085
O  0.1303  1.4076  -2.4837  -0.4447
O  -0.1251  3.1818  -1.0535  -0.3976
C  1.5691  -2.4564  -1.8287  -0.1398
Si  -0.2018  -2.1753  -1.3382  0.4865
C  -0.9350  -3.3977  -0.1418  -0.1474
C  -1.3212  -1.8438  -2.8022  -0.1415
O  -0.1228  -0.6089  -0.4623  -0.4299
H  1.6593  -3.4235  -2.3287  0.0555
H  2.2604  -2.4593  -0.9847  0.0320
H  1.8913  -1.6931  -2.5416  0.0406
H  -0.8394  -4.3969  -0.5751  0.0550
H  -1.9995  -3.2108  0.0127  0.0309
H  -0.4408  -3.4192  0.8300  0.0433
H  -0.8100  -2.1213  -3.7268  0.0526
H  -1.6347  -0.8061  -2.9309  0.0250
H  -2.2236  -2.4555  -2.7370  0.0439
C  -8.5849  2.2001  -1.4510  -0.0191
C  -7.2308  1.6739  -1.0971  -0.2216
C  -6.8917  0.3422  -1.3275  -0.0017
C  -5.6343  -0.1358  -1.0040  -0.0587
C  -4.7216  0.7326  -0.4116  -0.4185
C  -5.0288  2.0728  -0.1694  -0.0440
C  -6.2772  2.5288  -0.5235  0.0033
S  -3.1768  0.0405  0.0098  1.1216
C  -3.0683  0.2331  1.7830  -0.1776
O  -2.1479  1.1808  -0.4616  -0.6098
H  -9.1493  1.4884  -2.0489  0.0889
H  -8.5035  3.1360  -2.0036  0.0982
H  -9.1535  2.4078  -0.5421  0.1038
H  -7.6126  -0.3223  -1.7845  0.1304
H  -5.3697  -1.1652  -1.2151  0.1185
H  -4.2961  2.7464  0.2574  0.1240
H  -6.5279  3.5696  -0.3635  0.1349
H  -3.2150  1.2787  2.0480  0.0830
H  -2.1040  -0.1418  2.1175  0.0632
H  -3.8749  -0.3802  2.1884  0.0894

***

# 2
Entry from the OMol25 dataset: a molecular structure, C26H28CdN2S2Si (ωB97M-V/def2-TZVPD).

For the HOMO-LUMO gap (alpha / beta), the calculation gives 6.31 / 4.36 eV. Its spin multiplicity is 1. For the LUMO energy (alpha / beta), the calculation gives -0.3 / -0.3 eV.

Each line ends with the Löwdin charge.
Positions of all 60 atoms, in Å:
C  0.1875  -1.2928  0.8674  -0.3291
C  1.4503  -1.8756  0.5733  -0.1889
C  2.3061  -1.6715  1.6736  -0.1864
H  1.6830  -2.4645  -0.3122  0.0803
C  1.5761  -1.0559  2.7096  -0.2001
C  0.2601  -0.7625  2.2261  -0.3661
H  -0.6088  -0.4995  2.8418  0.0558
H  -0.7357  -1.4629  0.3059  0.0612
H  3.3510  -1.9850  1.7290  0.0900
H  1.9179  -0.9488  3.7430  0.0837
Cd  0.4660  1.1108  0.8236  1.1926
C  2.2960  -1.0872  -3.3701  -0.2632
H  2.7231  -2.0820  -3.5693  0.0150
H  1.4546  -1.2558  -2.6888  -0.0189
H  1.9272  -0.6732  -4.3341  0.0162
Si  3.5909  0.2140  -2.5051  0.8431
C  4.7439  -0.0676  -3.9696  -0.3670
C  5.2862  -1.3488  -4.1991  -0.1203
H  5.1033  -2.1434  -3.4739  0.1035
C  6.0418  -1.6054  -5.3513  -0.0913
H  6.4950  -2.5875  -5.4763  0.0983
C  6.2522  -0.6004  -6.3016  -0.0988
H  6.8762  -0.7916  -7.1797  0.0988
C  5.6609  0.6575  -6.1045  -0.0960
H  5.8021  1.4521  -6.8409  0.0964
C  4.9235  0.9347  -4.9413  -0.1083
H  4.4987  1.9284  -4.7695  0.0922
C  4.7128  0.4491  -1.0345  -0.3142
C  6.1218  0.4028  -1.1793  -0.0982
H  6.5393  0.3440  -2.1841  0.0932
C  6.9576  0.4394  -0.0575  -0.0876
H  8.0416  0.3765  -0.1973  0.1027
C  6.3982  0.5935  1.2187  -0.0906
H  7.0498  0.5500  2.0929  0.1001
C  5.0225  0.8002  1.3661  -0.0943
H  4.6144  0.9964  2.3623  0.1053
C  4.1987  0.7808  0.2426  -0.1584
H  3.1382  1.0132  0.3542  0.0026
H  1.1819  1.2333  -3.0373  0.0138
H  0.8492  0.7333  -3.5136  0.0400
C  -3.3319  -0.4412  1.0976  -0.0866
C  -2.9981  0.6538  0.1471  -0.5764
N  -1.8405  1.2667  -0.0228  -0.0008
C  -1.9448  2.3854  -0.8724  -0.3285
C  -3.2346  2.5938  -1.3323  -0.3662
S  -4.3322  1.4086  -0.7721  1.0536
C  -0.8603  3.3441  -0.9837  -0.3270
C  -0.9822  4.6431  -1.4657  -0.3508
S  0.4108  5.6183  -1.1445  1.0531
C  1.1710  4.2154  -0.4081  -0.6290
N  0.3956  3.1319  -0.3571  -0.0617
C  2.5480  4.3284  0.1349  -0.0968
H  -4.3556  -0.2579  1.4494  0.0746
H  -3.3181  -1.4233  0.5968  0.0940
H  -2.6682  -0.4864  1.9671  0.0697
H  -3.5002  3.4474  -1.9420  0.0727
H  -1.8881  5.0391  -1.9130  0.0689
H  3.2089  3.6384  -0.4006  0.0771
H  2.8753  5.3664  -0.0381  0.0701
H  2.5852  4.1453  1.2186  0.0829

***

# 3
Entry from the OMol25 dataset: a molecular structure, C26H28ClN3O3RbS (ωB97M-V/def2-TZVPD).

For the HOMO-LUMO gap (alpha / beta), the calculation gives 2.98 / 4.94 eV. Its spin multiplicity is 2. For the LUMO energy (alpha / beta), the calculation gives 3.7 / 3.7 eV. Its total charge is -2. Its expectation value of S² is 0.756.

Each line ends with the Löwdin charge.
Positions of all 63 atoms, in Å:
Rb  -0.2094  -0.7658  0.8207  0.9206
C  1.9513  -0.1353  3.1634  -0.1093
N  2.1668  0.5241  1.8811  -0.2972
C  1.6715  1.8930  1.8888  -0.1064
C  3.5170  0.4019  1.3960  -0.2107
C  4.5058  1.2602  1.8464  -0.0655
C  5.8062  1.2240  1.3454  -0.1475
C  6.0901  0.2944  0.3499  -0.1415
C  5.1220  -0.5873  -0.1025  -0.0578
C  3.7953  -0.5982  0.4119  -0.2403
N  2.7819  -1.3862  -0.0193  0.0612
C  2.9796  -2.5939  -0.6050  -0.2432
C  4.1118  -3.4351  -0.4357  -0.0551
C  4.1972  -4.6963  -1.0057  -0.1392
C  3.1628  -5.2020  -1.7843  -0.1461
C  2.0257  -4.4123  -1.9483  -0.0622
C  1.9125  -3.1567  -1.3746  -0.2069
N  0.7016  -2.3985  -1.4908  -0.2835
C  -0.5165  -3.1846  -1.4885  -0.1240
C  0.7240  -1.4212  -2.5671  -0.0860
H  2.5060  0.3627  3.9760  0.0808
H  2.2798  -1.1733  3.1030  0.0937
H  0.8875  -0.1246  3.4210  0.0689
H  2.0555  2.4909  2.7340  0.0746
H  0.5802  1.8924  1.9389  0.0520
H  1.9666  2.3825  0.9610  0.0968
H  4.2501  1.9956  2.6034  0.0976
H  6.5623  1.9092  1.7101  0.0723
H  7.0824  0.2624  -0.0903  0.0822
H  5.3660  -1.2787  -0.8987  0.0906
H  4.9133  -3.0872  0.2026  0.0912
H  5.0790  -5.3022  -0.8210  0.0827
H  3.2219  -6.1877  -2.2301  0.0736
H  1.1925  -4.8034  -2.5230  0.0942
H  -0.7227  -3.6852  -2.4510  0.0742
H  -1.3657  -2.5317  -1.2721  0.0699
H  -0.4627  -3.9398  -0.7059  0.0978
H  0.6636  -1.9121  -3.5541  0.0812
H  1.6502  -0.8485  -2.5148  0.0858
H  -0.1209  -0.7335  -2.4654  0.0765
S  -1.8764  -3.8296  4.0133  0.1264
C  -1.6269  -2.8465  2.7723  -0.8977
C  -6.1492  4.3143  1.1964  -0.0385
C  -5.7012  3.8753  -0.1692  -0.2007
C  -6.0699  4.5600  -1.3109  -0.0889
C  -5.6393  4.1258  -2.5567  -0.6738
Cl  -6.1302  5.0170  -3.9907  0.5865
C  -4.8289  3.0179  -2.6806  -0.1080
C  -4.4475  2.3171  -1.5459  0.0183
C  -4.8925  2.7356  -0.2943  -0.2291
O  -4.6107  2.1050  0.8644  -0.0256
C  -3.9086  0.8485  0.8141  -0.0731
C  -2.3884  0.9805  0.5465  -0.7710
O  -1.7073  1.4850  1.4610  -0.1040
O  -1.9716  0.4955  -0.5406  -0.2194
H  -6.7165  5.2441  1.1357  0.0697
H  -5.2930  4.4605  1.8568  0.0866
H  -6.7738  3.5505  1.6646  0.0834
H  -6.6987  5.4387  -1.2310  0.1020
H  -4.4816  2.7003  -3.6550  0.1034
H  -3.7701  1.4729  -1.6282  0.1043
H  -4.3660  0.1977  0.0671  0.1229
H  -4.0337  0.4221  1.8053  0.1302

***

no.,E (Ha)
1,-5425.055116
2,-2370.451459
3,-2279.981561